Entry from OMol25: a structure of composition C22H31MnN9O2Se (ωB97M-V/def2-TZVPD).

Geometry as XYZ:
```
66
Properties=species:S:1:pos:R:3
Mn -0.13 0.94 1.17
C -0.36 1.17 5.74
C 0.96 0.98 6.11
C 1.91 0.84 5.11
C 1.52 0.91 3.78
N 0.24 1.05 3.43
C -0.68 1.19 4.39
C 2.49 0.83 2.66
C 3.84 1.12 2.82
C 4.69 1.04 1.73
C 4.16 0.67 0.51
C 2.81 0.41 0.42
N 1.98 0.49 1.47
H -1.14 1.30 6.48
H 1.24 0.93 7.15
H 2.95 0.68 5.37
H -1.70 1.33 4.07
H 4.22 1.42 3.79
H 5.74 1.27 1.84
H 4.79 0.59 -0.37
H 2.36 0.09 -0.51
N -0.03 1.13 -1.41
C 0.17 2.56 -1.73
C -0.34 3.02 -3.09
C 0.19 2.26 -4.31
C -0.53 0.95 -4.71
N -1.97 1.15 -4.87
C -2.95 0.59 -4.20
N -2.74 -0.42 -3.35
N -4.20 1.03 -4.36
C -0.54 3.33 -0.56
O -1.26 4.28 -0.80
O -0.27 2.81 0.59
H 0.58 0.53 -1.96
H -0.99 0.87 -1.61
H 1.24 2.77 -1.64
H -0.03 4.06 -3.19
H -1.43 3.04 -3.07
H 1.25 2.02 -4.16
H 0.15 2.92 -5.18
H -0.34 0.15 -3.99
H -0.13 0.62 -5.67
H -2.21 1.89 -5.51
H -1.86 -0.92 -3.32
H -3.51 -0.87 -2.89
H -4.40 1.84 -4.94
H -4.99 0.57 -3.94
C 2.34 -3.50 0.67
N 0.99 -3.99 0.85
C 0.65 -5.17 1.48
C -0.69 -5.28 1.42
N -1.16 -4.17 0.75
C -2.55 -3.92 0.44
C -0.13 -3.39 0.40
Se -0.21 -1.77 -0.51
H 3.02 -4.35 0.58
H 2.65 -2.88 1.51
H 2.38 -2.91 -0.24
H 1.38 -5.82 1.92
H -1.34 -6.06 1.80
H -3.09 -4.86 0.40
H -2.61 -3.43 -0.53
H -3.00 -3.27 1.19
N -3.20 1.07 1.51
C -2.15 0.63 1.34
H -4.04 1.59 1.71
```

Computed properties:
Spin multiplicity ... 6
Total charge ... +2
Frontier orbital gap (alpha / beta) ... 7.6 / 7.7 eV
E_HOMO (alpha / beta) ... -12.50 / -12.74 eV



Entry from OMol25: the ion C22H31N2O3 with charge +1 (ωB97M-V/def2-TZVPD).

Geometry as XYZ:
```
58
Properties=species:S:1:pos:R:3
C 6.87 2.72 0.88
C 5.37 2.96 1.04
C 4.59 1.88 0.34
C 4.27 1.99 -1.01
C 3.60 0.98 -1.66
C 3.23 -0.17 -0.98
O 2.56 -1.11 -1.74
C 2.17 -2.34 -1.17
C 0.81 -2.17 -0.47
O -0.06 -1.50 -1.37
C 0.22 -3.54 -0.08
N -1.13 -3.55 0.43
C -1.42 -2.88 1.67
C -1.80 -1.39 1.48
N -2.31 -1.17 0.10
C -2.95 0.13 -0.06
C -4.18 0.40 0.53
C -4.77 1.64 0.36
C -4.13 2.63 -0.40
O -4.61 3.86 -0.62
C -5.86 4.23 -0.07
C -2.89 2.34 -0.98
C -2.31 1.10 -0.82
C -3.15 -2.32 -0.31
C -2.23 -3.54 -0.51
C 3.52 -0.29 0.37
C 4.20 0.73 1.01
H 7.43 3.50 1.38
H 7.15 1.76 1.30
H 7.14 2.72 -0.18
H 5.12 2.97 2.10
H 5.11 3.93 0.62
H 4.57 2.87 -1.55
H 3.37 1.06 -2.71
H 2.93 -2.73 -0.48
H 2.07 -3.03 -2.01
H 0.94 -1.54 0.42
H 0.51 -0.99 -1.97
H 0.24 -4.20 -0.95
H 0.87 -3.98 0.69
H -2.25 -3.41 2.14
H -0.56 -2.96 2.33
H -2.59 -1.11 2.19
H -0.95 -0.72 1.64
H -1.47 -1.19 -0.54
H -4.69 -0.34 1.12
H -5.72 1.83 0.83
H -6.67 3.60 -0.45
H -6.03 5.26 -0.40
H -5.84 4.20 1.02
H -2.41 3.11 -1.56
H -1.36 0.89 -1.28
H -3.89 -2.51 0.46
H -3.66 -2.07 -1.24
H -2.83 -4.45 -0.38
H -1.83 -3.54 -1.52
H 3.25 -1.17 0.93
H 4.44 0.62 2.06
```

Computed properties:
Spin multiplicity ... 1
Total charge ... +1
Frontier orbital gap ... 8.8 eV
Energy relative to the best compared isomer or geometry (same formula, charge and spin) ... 38.4 kcal per mole
E_HOMO ... -10.79 eV